Entry 1:
{
  "formula": "C16H23N3O5P",
  "method": "the ωB97M-V functional and the def2-TZVPD basis",
  "charge": -3,
  "homo_lumo_gap_ev": 1.16,
  "spin_multiplicity": 1,
  "elements": ["C", "C", "C", "O", "C", "C", "C", "N", "C", "C", "N", "C", "C", "C", "C", "N", "C", "C", "C", "C", "H", "H", "H", "H", "H", "H", "H", "H", "H", "H", "H", "H", "H", "H", "H", "H", "H", "H", "H", "H", "H", "H", "H", "O", "P", "O", "O", "O"],
  "xyz": [[4.9064, 2.2420, -0.1968], [4.8614, 0.8050, 0.4985], [3.7073, 0.6723, 1.5655], [2.4083, 0.4509, 1.0158], [2.2886, -0.8508, 0.4405], [1.1779, -0.7334, -0.7006], [1.7943, -1.0009, -2.0819], [2.1320, -1.1894, -3.1561], [-0.0835, -1.6601, -0.4112], [-0.8424, -1.9434, -1.7259], [-1.4379, -1.9740, -2.7063], [-0.9737, -1.0386, 0.7417], [-2.1497, -0.1103, 0.2570], [-3.1127, 0.1393, 1.5208], [-4.6261, -0.0800, 1.1505], [-5.3470, 1.1318, 0.7316], [-6.1572, 1.0941, -0.3995], [-6.8226, 2.3899, -0.6314], [-6.3182, 3.2356, 0.4983], [-5.4210, 2.4073, 1.2830], [4.9617, 3.0054, 0.6341], [5.8578, 2.2673, -0.8038], [4.0127, 2.3881, -0.8576], [5.8425, 0.7078, 1.0456], [4.7939, 0.0599, -0.3389], [3.6594, 1.6669, 2.1077], [3.9910, -0.0763, 2.3699], [3.2488, -1.2860, 0.0562], [1.8716, -1.6160, 1.1707], [0.7853, 0.3243, -0.7017], [0.3210, -2.6396, -0.0207], [-0.2982, -0.3957, 1.3783], [-1.3357, -1.9007, 1.3732], [-1.7668, 0.8908, -0.0782], [-2.8043, -0.5826, -0.5290], [-2.8637, -0.6534, 2.2884], [-2.8823, 1.1437, 1.9552], [-5.1358, -0.4412, 2.1000], [-4.7625, -0.9125, 0.4112], [-6.3544, 0.2499, -1.1008], [-7.5467, 2.6300, -1.4431], [-6.6132, 4.2935, 0.6894], [-4.8597, 2.7087, 2.1918], [6.8493, -3.7845, -1.6875], [5.5793, -3.1645, -2.3207], [5.7975, -1.6436, -2.5213], [4.3637, -3.3842, -1.3790], [5.3037, -3.8427, -3.6828]],
  "forces_ev_per_a": [[0.256, -0.964, 0.676], [-0.110, 0.807, -0.281], [1.126, 0.857, 0.308], [0.791, -0.568, 0.197], [-1.176, -0.924, -0.481], [0.658, 0.025, -0.881], [-1.272, 0.389, 2.237], [0.151, 0.061, -0.703], [0.542, -0.592, -0.457], [0.790, 0.889, 1.999], [-0.152, -0.282, -0.048], [0.118, 0.136, -0.665], [-0.681, -0.119, 1.244], [0.374, -0.756, -0.882], [0.237, -0.036, 2.224], [-1.100, 0.521, -2.180], [-2.033, 2.787, -1.149], [2.537, -1.557, 2.848], [0.401, -2.338, -0.581], [-1.249, 1.206, -0.858], [-0.162, -0.422, -1.029], [-1.128, 0.163, 0.491], [0.843, 0.052, 0.633], [-0.945, -0.278, -0.585], [0.308, 0.231, 0.945], [-0.193, -0.958, -0.537], [-0.478, 0.384, -1.018], [-0.765, 0.405, 0.009], [0.578, 0.973, -0.310], [0.595, -0.971, -0.053], [-0.420, 0.889, -0.700], [-0.565, -0.819, -0.516], [0.083, 1.037, -0.640], [-0.276, -1.104, -0.053], [1.089, 0.454, 0.515], [-0.321, 0.947, -0.673], [-0.574, -0.848, -0.212], [0.438, 0.372, -0.974], [0.170, 1.128, 0.428], [0.792, 0.407, 1.236], [0.865, -0.243, 0.896], [0.508, -1.150, -0.041], [-0.503, -0.542, -0.923], [0.314, -0.107, -0.001], [-0.048, 0.123, 0.012], [0.049, 0.431, 0.292], [-0.472, 0.205, 0.329], [0.011, -0.304, -0.086]]
}

=====

Entry 2:
{
  "formula": "H10LiO5",
  "method": "the ωB97M-V functional and the def2-TZVPD basis",
  "charge": 1,
  "homo_lumo_gap_ev": 12.10,
  "spin_multiplicity": 1,
  "elements": ["Li", "O", "H", "H", "O", "H", "H", "O", "H", "H", "O", "H", "H", "O", "H", "H"],
  "xyz": [[-0.1222, 0.2664, 0.2815], [0.8595, -0.9711, 1.6260], [0.5832, -0.4879, 2.4200], [1.4282, -1.6774, 1.9554], [1.1365, 0.9012, -1.2737], [2.0798, 0.9293, -1.0609], [1.0382, 1.4574, -2.0574], [-1.9075, -0.1393, -0.2767], [-1.9819, -0.9339, -0.8381], [-2.5636, 0.4890, -0.6056], [-0.1168, 2.0192, 1.5086], [0.7778, 2.0690, 1.8740], [-0.4498, 2.9244, 1.5561], [-0.4580, -2.1650, -1.3918], [-0.4231, -3.0547, -1.7667], [0.1197, -1.6266, -1.9508]],
  "forces_ev_per_a": [[0.027, 0.065, -0.124], [-0.198, 0.686, 0.284], [0.057, -0.320, 0.001], [-0.076, -0.011, -0.258], [0.154, -0.119, 0.141], [-0.146, -0.038, -0.100], [-0.095, -0.062, 0.147], [-0.189, 0.082, -0.362], [0.220, 0.125, 0.251], [0.070, -0.140, 0.161], [0.437, -0.278, 0.032], [-0.170, 0.156, -0.016], [-0.109, -0.178, -0.068], [0.115, 0.105, -0.197], [-0.022, 0.122, 0.081], [-0.075, -0.196, 0.028]]
}

=====

Entry 3:
{
  "formula": "C4H26BO21",
  "method": "the ωB97M-V functional and the def2-TZVPD basis",
  "charge": -1,
  "homo_lumo_gap_ev": 9.77,
  "spin_multiplicity": 1,
  "elements": ["O", "C", "O", "B", "O", "C", "O", "O", "C", "O", "C", "O", "O", "O", "H", "H", "O", "H", "H", "O", "H", "H", "O", "H", "H", "O", "H", "H", "O", "H", "H", "O", "H", "H", "O", "H", "H", "O", "H", "H", "O", "H", "H", "O", "H", "H", "O", "H", "H", "O", "H", "H"],
  "xyz": [[3.9077, 0.1234, -1.8113], [2.8160, -0.1691, -1.3391], [2.2615, 0.3064, -0.2412], [0.8166, -0.0173, -0.1907], [0.6580, -0.9442, -1.3967], [1.8012, -1.0351, -2.0547], [1.9945, -1.7064, -3.1266], [0.0848, 1.1946, -0.5261], [-0.7770, 1.4775, 0.4444], [-1.6268, 2.3873, 0.5479], [-0.6209, 0.3942, 1.5385], [0.2784, -0.4621, 1.0978], [-1.1468, 0.3076, 2.6568], [0.5080, -3.9341, -2.2071], [0.7198, -3.1038, -2.6337], [-0.2872, -4.2342, -2.6474], [-1.5933, 1.2569, -3.4006], [-1.0094, 0.5564, -3.1099], [-1.6811, 1.1202, -4.3439], [-2.3092, 2.4481, 4.3017], [-2.6632, 3.3250, 4.1537], [-2.8773, 1.8707, 3.7916], [-2.1653, -2.6167, -0.5617], [-1.2828, -2.7896, -0.2337], [-2.0308, -2.2888, -1.4509], [0.6964, 3.0869, 3.6869], [-0.1380, 2.6316, 3.7998], [0.8376, 3.5387, 4.5189], [-2.8942, -2.3827, 2.1786], [-2.1700, -2.8192, 2.6272], [-2.4922, -1.9809, 1.4084], [1.2240, 0.1311, -5.4974], [0.9416, -0.7374, -5.7841], [1.8058, -0.0382, -4.7564], [5.3684, 2.2865, -2.0783], [4.9249, 3.0802, -1.7788], [4.8218, 1.5700, -1.7558], [-1.2695, -1.8338, 4.2834], [-1.5467, -1.0023, 3.8986], [-0.7572, -1.5835, 5.0522], [2.9504, -4.4070, -0.7919], [3.4274, -4.6353, -1.5897], [2.2949, -3.7708, -1.0780], [-2.9202, 3.3177, -2.0548], [-2.5641, 3.5129, -1.1881], [-2.4052, 2.5723, -2.3636], [1.3977, -2.6095, 2.6974], [0.7347, -2.3159, 2.0725], [2.1209, -1.9920, 2.5879], [-2.8845, 4.3536, 1.9009], [-2.9273, 4.9432, 1.1481], [-2.3524, 3.6173, 1.5992]],
  "forces_ev_per_a": [[-2.065, -1.044, 1.139], [1.919, 1.101, -0.810], [0.193, -0.474, 0.214], [0.517, 0.084, -0.951], [0.415, -0.379, 0.184], [-0.283, -2.410, -3.273], [-0.906, 2.603, 4.127], [-1.583, 1.167, 0.783], [-2.406, 1.957, 0.735], [3.082, -2.677, -1.099], [-0.990, -0.207, 3.250], [0.772, -0.616, -1.008], [1.056, 1.000, -3.712], [-0.270, -0.274, 0.223], [0.274, 0.456, -0.447], [-0.205, -0.219, 0.024], [-0.099, -0.120, 0.070], [0.275, -0.125, 0.179], [0.020, 0.097, -0.274], [0.287, 0.019, 0.397], [-0.109, 0.366, -0.211], [-0.003, -0.265, -0.256], [-0.303, 0.131, 0.064], [0.418, -0.253, -0.077], [0.103, 0.150, -0.214], [0.457, 0.069, -0.253], [-0.655, -0.221, 0.078], [0.019, 0.082, 0.145], [-0.374, -0.003, -0.015], [0.201, -0.017, 0.471], [-0.175, -0.003, -0.398], [-0.308, 0.359, -0.216], [0.023, -0.243, -0.014], [0.260, -0.175, 0.232], [0.536, 0.706, -0.180], [-0.019, 0.215, 0.038], [-0.172, -0.465, 0.086], [-0.105, -0.568, 0.584], [-0.037, 0.200, -0.295], [0.241, -0.066, 0.087], [0.446, -0.004, 0.445], [0.047, -0.017, -0.208], [-0.349, -0.159, -0.121], [-0.461, 0.575, 0.006], [0.098, -0.096, 0.236], [0.246, -0.362, -0.263], [0.208, -0.479, 0.187], [-0.160, 0.217, 0.063], [0.137, 0.162, -0.064], [-0.385, 0.483, 0.531], [-0.050, 0.145, -0.103], [0.225, -0.405, -0.114]]
}

=====

Entry 4:
{
  "formula": "C17H24O5",
  "method": "the ωB97M-V functional and the def2-TZVPD basis",
  "charge": 0,
  "homo_lumo_gap_ev": 9.16,
  "smiles": "C/C=C(\\C)[C@@H](O)[C@@H](C)/C=C/[C@@H](O)[C@@H](C)c1cc(O)cc(=O)o1",
  "spin_multiplicity": 1,
  "elements": ["O", "O", "O", "O", "O", "C", "C", "C", "C", "C", "C", "C", "C", "C", "C", "C", "C", "C", "C", "C", "C", "C", "H", "H", "H", "H", "H", "H", "H", "H", "H", "H", "H", "H", "H", "H", "H", "H", "H", "H", "H", "H", "H", "H", "H", "H"],
  "xyz": [[-6.3709, 1.0770, -0.0215], [-5.7244, 1.2258, -4.7194], [-4.2829, 0.6041, -0.8420], [1.2723, -0.4134, 3.2979], [-1.3791, 2.5328, -1.7228], [-5.6045, 0.9232, -0.9686], [-6.1941, 1.0796, -2.2906], [-3.9195, 0.8131, -3.1845], [-5.3669, 1.0504, -3.3971], [-3.4573, 0.5692, -1.9415], [4.1868, -0.4810, 2.9814], [3.2766, -1.2579, 2.2903], [0.5165, 0.8643, 0.6934], [0.0821, 1.0628, -0.6133], [5.6567, -0.7960, 3.1773], [3.5990, -2.6852, 1.7992], [2.8117, 0.2029, -0.1242], [-1.8816, -1.0694, -0.9027], [1.8903, -0.7126, 2.0361], [1.9260, 0.5221, 1.1044], [-1.3397, 1.3659, -0.9273], [-1.9928, 0.2405, -1.7243], [-5.0607, 0.9016, -5.2926], [1.3721, -1.1771, 3.9021], [-0.7092, 3.1293, -1.3099], [-7.2474, 1.2268, -2.4130], [-3.2438, 0.7127, -4.0280], [3.7914, 0.4676, 3.3091], [-0.2163, 0.9383, 1.4890], [0.7539, 0.9742, -1.4725], [6.0636, -1.2306, 2.2784], [6.2304, 0.0555, 3.4420], [5.7423, -1.4904, 4.0102], [2.8866, -3.3764, 2.2463], [4.5995, -2.9581, 2.0315], [3.4670, -2.7679, 0.7322], [3.8626, 0.1865, 0.1760], [2.7849, 1.0620, -0.7991], [2.5321, -0.7341, -0.6371], [-0.8877, -1.5425, -1.0084], [-2.5881, -1.8028, -1.2408], [-2.0756, -0.9130, 0.1493], [1.3051, -1.4815, 1.5627], [2.3744, 1.4031, 1.6200], [-1.9225, 1.5153, -0.0253], [-1.5190, 0.1831, -2.7220]],
  "forces_ev_per_a": [[2.220, -0.574, -0.224], [-1.899, 0.472, 2.385], [0.862, 0.020, -0.103], [-0.333, 0.152, 0.088], [0.733, 1.180, 0.264], [-3.241, 0.729, 0.088], [2.043, -0.108, -2.591], [-1.295, -0.288, 0.577], [1.274, -0.266, 0.275], [-0.162, 0.181, -1.094], [-1.493, -1.411, -1.827], [2.447, 0.339, 1.095], [-0.631, 0.578, -2.965], [1.126, -0.822, 3.194], [-1.447, -0.653, 0.292], [-1.018, 1.560, 0.270], [0.238, 0.636, 0.395], [0.819, -0.159, -0.693], [0.770, 0.075, 1.008], [-0.078, -0.217, -0.369], [0.354, -0.159, -0.412], [-0.772, -0.384, 1.033], [1.249, -0.467, -0.731], [0.055, 0.608, -0.676], [-0.901, -0.413, -0.651], [-0.281, 0.082, 0.352], [-0.105, 0.210, 0.130], [0.147, 0.274, 0.225], [-0.035, 0.061, 0.058], [-0.176, 0.043, 0.302], [0.273, -0.262, -0.191], [0.411, 0.942, 0.137], [0.290, -0.285, 0.004], [0.064, -0.190, 0.144], [0.752, -0.356, 0.319], [-0.067, 0.033, -0.535], [-0.142, -0.464, 0.076], [-0.304, -0.274, -0.250], [0.077, 0.481, 0.169], [-0.354, 0.440, 0.110], [-0.499, -0.343, -0.297], [0.002, 0.240, 0.253], [-0.379, -0.413, -0.571], [-0.275, -0.668, -0.010], [-0.098, -0.043, 0.426], [-0.219, -0.116, 0.523]]
}

=====

Entry 5:
{
  "formula": "C19H31Cl4NO13",
  "method": "the ωB97M-V functional and the def2-TZVPD basis",
  "charge": 0,
  "homo_lumo_gap_ev": 9.54,
  "smiles": "O=C1OCCO1.O=C1OCCO1.O=C1OCCO1.O=C1OCCO1.CNC(C)=O.ClCCCl.ClCCCl",
  "spin_multiplicity": 1,
  "elements": ["C", "C", "O", "C", "O", "O", "H", "H", "H", "H", "C", "C", "O", "C", "O", "O", "H", "H", "H", "H", "C", "C", "O", "C", "O", "O", "H", "H", "H", "H", "C", "C", "O", "C", "O", "O", "H", "H", "H", "H", "C", "C", "O", "N", "C", "H", "H", "H", "H", "H", "H", "H", "Cl", "C", "C", "Cl", "H", "H", "H", "H", "Cl", "C", "C", "Cl", "H", "H", "H", "H"],
  "xyz": [[-1.4914, -1.1698, -8.2533], [-0.4125, -0.8616, -7.2704], [0.7298, -1.5654, -7.6603], [0.4570, -2.3473, -8.6714], [1.1319, -3.1725, -9.2614], [-0.8642, -2.0910, -9.0081], [-1.8980, -0.4193, -8.9313], [-2.3760, -1.5872, -7.7725], [-0.6678, -1.0959, -6.2370], [-0.1418, 0.1902, -7.1782], [4.6490, -0.2945, -3.2551], [5.8173, -0.9255, -4.1021], [6.3504, 0.3356, -4.4650], [6.0943, 1.2731, -3.4747], [6.6361, 2.3929, -3.4334], [5.0976, 0.8874, -2.7538], [4.2055, -0.9635, -2.5176], [3.6732, -0.2308, -3.7366], [5.4698, -1.2446, -5.0847], [6.5085, -1.5556, -3.5422], [4.5481, -2.4447, 3.1873], [4.4898, -2.5725, 1.6491], [3.4801, -3.4928, 1.4405], [2.9607, -3.8776, 2.6298], [1.9710, -4.5207, 2.8032], [3.4147, -3.2167, 3.5773], [4.5864, -1.4176, 3.5503], [5.4259, -2.8131, 3.7181], [5.5178, -2.8657, 1.4358], [4.1062, -1.6370, 1.2419], [0.2370, 1.3620, 7.0887], [0.8637, 2.7079, 7.5139], [0.3136, 3.6052, 6.6240], [-0.0575, 2.9432, 5.5181], [-0.2625, 3.4897, 4.4101], [-0.1126, 1.5932, 5.8090], [-0.6167, 1.1170, 7.7207], [0.9168, 0.5135, 7.1664], [1.9199, 2.8324, 7.7526], [0.3630, 2.8829, 8.4662], [-1.1226, -0.5595, 1.0523], [-0.6525, 0.0201, -0.2349], [-0.5384, -0.5481, -1.2695], [-0.4772, 1.3742, -0.1467], [-0.0654, 2.3217, -1.1421], [-0.3871, -0.4722, 1.8520], [-1.4231, -1.6046, 0.9784], [-2.0685, -0.1038, 1.3453], [-0.8031, 1.8535, 0.6804], [-0.6592, 2.3374, -2.0560], [0.9649, 2.0514, -1.3738], [-0.1029, 3.3030, -0.6691], [-5.1601, 4.2785, -4.8563], [-5.4537, 3.1324, -3.4909], [-5.5296, 3.8744, -2.1797], [-5.2361, 2.7347, -0.7936], [-4.6532, 2.3926, -3.4802], [-6.3736, 2.7071, -3.8922], [-6.5048, 4.3457, -2.0578], [-4.6740, 4.5024, -1.9310], [-5.6529, -3.1820, 7.7470], [-4.8077, -2.6211, 6.2797], [-5.6237, -1.9039, 5.2689], [-5.9821, -0.2697, 5.8851], [-4.2241, -3.4772, 5.9412], [-4.0091, -1.9489, 6.5936], [-6.5789, -2.3578, 5.0051], [-5.2350, -1.9240, 4.2508]],
  "forces_ev_per_a": [[-1.404, 0.721, 0.584], [-0.019, 2.594, 2.307], [1.596, -0.123, 0.670], [-0.963, -1.961, -2.361], [-1.150, 2.139, 1.670], [1.473, -3.332, -2.787], [0.478, 0.707, 0.306], [0.020, -0.270, 0.186], [-0.061, -0.613, -0.077], [0.037, 0.143, -0.472], [-2.342, -4.604, -0.206], [-2.272, 2.190, -0.021], [2.019, 1.610, 0.894], [3.177, 4.308, -2.739], [-1.544, -3.887, 0.123], [-0.575, 0.540, 1.895], [1.161, -0.062, 1.119], [0.376, 1.017, -1.377], [-0.020, -1.122, 0.554], [-0.018, -0.011, -0.238], [0.491, 0.397, 0.510], [0.846, 1.451, 1.806], [0.029, -2.000, -0.730], [-4.068, -1.098, -2.701], [-0.071, -1.471, -1.135], [3.332, 3.480, 4.658], [-1.154, 0.160, -0.090], [0.161, -0.822, -0.565], [-0.370, -0.138, -1.347], [0.796, 0.068, -0.408], [1.665, -0.390, 2.359], [-1.213, -1.089, 3.315], [0.118, 0.883, -1.516], [-0.446, 1.362, -3.775], [0.466, -2.588, 4.308], [-0.981, 1.370, -3.721], [-0.257, 0.149, -0.122], [0.147, 0.052, -0.194], [0.193, -0.224, -0.993], [0.297, 0.447, 0.300], [-0.707, -1.086, 0.791], [-0.704, 2.331, 1.049], [0.641, -1.700, -2.179], [-0.778, 0.703, 1.367], [0.728, -0.485, -0.281], [-0.095, 0.174, -0.006], [0.529, -0.107, -0.390], [0.193, 0.537, 0.182], [0.062, -0.634, 0.170], [-0.110, -0.182, 0.035], [0.112, 0.508, -0.508], [0.147, -0.030, -0.222], [0.428, 0.281, 0.158], [0.213, 0.100, -0.896], [0.239, -0.470, 0.786], [-0.610, -0.399, -0.110], [-0.096, 0.131, -0.099], [-0.043, -0.386, 1.048], [0.324, 0.147, 0.207], [-0.434, 0.585, -1.083], [-0.191, 0.221, -0.182], [1.614, -0.415, 0.423], [-1.392, -0.385, -0.797], [0.019, 0.100, -0.415], [-0.590, -0.177, -0.541], [-0.217, 0.185, 0.296], [-0.275, -0.218, 0.908], [1.045, 0.688, 0.303]]
}

=====

The records above yield max |F| values of 4.1 0.8 5.0 3.5 6.7 eV/Å, respectively.
The records above yield LUMO values of 5.4 -3.3 1.4 0.5 0.0 eV, respectively.
The records above yield calculated total energy values of -40953.07248 -10601.88900 -48252.75009 -28253.72704 -98399.75481 eV, respectively.